1.
A cluster of 41 separate species, C14H107NO43 in total in a non-equilibrium geometry. Source: the Open Molecules 2025 dataset; level of theory: ωB97M-V/def2-TZVPD.

Element x y z (Å)
C: -4.1295 2.9701 0.4566
C: -3.8340 1.7342 -0.4552
C: -3.4885 2.1239 -1.9113
C: -2.1453 2.9090 -2.0868
C: -1.1563 2.0970 -2.9809
C: -0.2268 1.0507 -2.2713
C: -0.5223 0.7759 -0.7787
C: 0.6921 0.0654 -0.1080
N: 1.9578 0.7648 -0.1037
C: 2.3013 1.3472 1.2192
C: 3.6986 2.0521 1.0664
C: 3.6133 3.5925 1.2754
C: 3.6681 4.3236 -0.0993
C: 0.8784 -1.4427 -0.4832
O: 0.9557 -2.1289 0.7962
C: 0.0953 -1.4558 1.6070
O: -0.6281 -1.8895 2.4481
O: 0.1772 -0.1448 1.2594
H: -5.2108 3.1960 0.4637
H: -3.8948 2.6716 1.4948
H: -3.5223 3.8554 0.2247
H: -4.7742 1.1575 -0.4983
H: -3.1043 1.0798 0.0419
H: -3.5189 1.2673 -2.6050
H: -4.3108 2.7820 -2.2482
H: -2.4003 3.8126 -2.6737
H: -1.7215 3.2778 -1.1402
H: -0.5021 2.8344 -3.4874
H: -1.7556 1.6102 -3.7707
H: -0.3770 0.0823 -2.7918
H: 0.8199 1.3295 -2.4824
H: -1.3387 0.0389 -0.7392
H: -0.7013 1.6687 -0.1656
H: 1.9631 1.5391 -0.7601
H: 2.4089 0.6124 2.0189
H: 1.5927 2.1605 1.4485
H: 4.3589 1.6593 1.8587
H: 4.1969 1.8010 0.1137
H: 2.7664 3.9084 1.9078
H: 4.5337 3.8991 1.8156
H: 4.6832 4.2934 -0.5170
H: 2.9413 3.8595 -0.7864
H: 3.4132 5.3833 0.0485
H: 1.7327 -1.7196 -1.1057
H: -0.0785 -1.8190 -0.8969
O: 4.0369 0.0612 3.6058
H: 4.3017 -0.8393 3.8249
H: 3.7510 0.4288 4.4491
O: 7.0804 1.6002 3.2534
H: 6.1188 1.5330 3.3204
H: 7.3504 0.7327 2.9356
O: 3.3117 -3.7668 0.6221
H: 3.0832 -4.7020 0.6462
H: 2.4747 -3.3213 0.7984
O: -2.9743 -1.5291 4.1482
H: -2.4422 -1.3184 4.9238
H: -2.3240 -1.6262 3.4425
O: 4.6164 3.7234 -2.8731
H: 4.3667 3.4042 -3.7462
H: 5.5515 3.9658 -2.9626
O: -2.9337 1.0936 -5.4559
H: -3.8924 1.0196 -5.3572
H: -2.6404 0.2002 -5.6672
O: -6.5977 1.3720 -2.3970
H: -6.8046 0.4353 -2.3593
H: -7.4338 1.8021 -2.2048
O: -4.3917 -1.2437 0.1613
H: -4.0060 -1.1558 1.0405
H: -4.2874 -2.1790 -0.0510
O: 2.2378 -6.6720 -0.2027
H: 1.6999 -7.1709 -0.8300
H: 3.1462 -6.8945 -0.4448
O: -5.1166 -0.8719 -2.9010
H: -4.2547 -0.7188 -3.2998
H: -4.9200 -1.0167 -1.9664
O: 1.2234 -5.1106 2.7433
H: 1.7885 -5.3490 2.0001
H: 0.8726 -4.2434 2.5113
O: 0.2644 -8.5439 -0.2667
H: 0.4725 -9.4430 0.0000
H: 0.0053 -8.1078 0.5584
O: 1.6839 5.2003 3.3841
H: 1.1189 5.9457 3.6137
H: 1.4917 4.5498 4.0670
O: 0.6978 6.6027 5.6382
H: 0.4459 7.5061 5.8809
H: 1.3249 6.3447 6.3214
O: 4.5609 -8.5737 -1.2517
H: 4.0265 -9.0790 -1.8841
H: 5.4660 -8.7907 -1.4915
O: 7.4808 3.5397 -2.6156
H: 7.8120 3.5724 -1.7120
H: 7.6547 2.6353 -2.8955
O: 5.3160 -4.5628 -1.5310
H: 5.5237 -5.4673 -1.2729
H: 5.0516 -4.1335 -0.7048
O: -0.6410 -2.8123 5.7961
H: -0.9601 -3.1101 4.9347
H: 0.2920 -2.6227 5.6498
O: 3.8741 -10.9908 -2.0863
H: 3.4809 -11.5246 -2.7840
H: 3.9208 -11.5885 -1.3278
O: -1.6582 4.0154 2.4747
H: -1.4032 3.1409 2.7888
H: -1.9181 4.4801 3.2772
O: -8.1865 -0.2389 -4.0295
H: -8.4773 -0.5935 -4.8794
H: -7.2479 -0.0617 -4.1601
O: 2.1608 6.6502 -1.5641
H: 1.2033 6.5683 -1.5126
H: 2.4576 5.7817 -1.8607
O: 4.5721 6.7456 3.8082
H: 3.6132 6.6520 3.8521
H: 4.8723 5.8830 3.5056
O: -8.1360 1.8019 -0.1198
H: -7.6200 2.6174 -0.0847
H: -7.7320 1.2445 0.5527
O: -0.5710 -7.5983 2.7784
H: -0.0424 -6.7898 2.8300
H: -0.1968 -8.1696 3.4632
O: 4.1039 -13.3937 -0.2704
H: 4.4708 -13.3288 0.6176
H: 4.2000 -14.3232 -0.5009
O: 3.6582 9.4652 -1.4659
H: 3.5130 8.5107 -1.4893
H: 2.7880 9.8265 -1.2761
O: -5.0004 2.7575 -6.3700
H: -4.2110 2.9529 -6.8859
H: -4.9422 3.3501 -5.6124
O: -1.1728 9.1788 5.9052
H: -1.9805 8.9917 5.4072
H: -1.4867 9.4518 6.7733
O: -7.4826 -1.9067 -6.2108
H: -7.8616 -2.4500 -6.9150
H: -7.4053 -2.5068 -5.4600
O: 6.0082 0.9411 -0.8513
H: 5.6484 0.4236 -1.5797
H: 6.0964 0.3064 -0.1325
O: 0.7831 -9.9380 3.3424
H: 0.2462 -10.4272 2.7104
H: 1.6895 -10.1614 3.1085
O: -2.2325 7.1456 4.2490
H: -1.3906 7.1362 4.7216
H: -2.0283 6.7510 3.3942
O: 0.4550 1.6678 3.6116
H: 0.1240 1.1482 2.8666
H: 0.5249 1.0334 4.3324
O: -8.6569 4.6993 -1.2526
H: -8.8691 3.7602 -1.2215
H: -9.4926 5.1331 -1.0544
O: -0.1422 -5.4353 7.4438
H: 0.3952 -5.5956 6.6625
H: -0.5258 -4.5633 7.2878
O: -5.7460 0.1250 -8.1058
H: -6.3024 0.8974 -7.9570
H: -5.8965 -0.4228 -7.3240
O: -6.9547 -2.6350 -9.2565
H: -7.3813 -2.4889 -10.1061
H: -6.3774 -1.8679 -9.1461
O: 3.2864 -3.7879 -3.4501
H: 3.1293 -2.8593 -3.2597
H: 3.9057 -4.0748 -2.7576
O: 6.4975 0.1658 5.5453
H: 7.3116 0.3982 5.0876
H: 6.5507 0.6449 6.3782

Results
* 2S+1: 1
* strongest force on any atom: 0.04801 hartree/bohr
* gap between HOMO and LUMO: 9.044 eV
* LUMO: -0.37 eV
* energy relative to the best compared isomer or geometry (same formula, charge and spin): 0.0 kcal per mole
* HOMO energy: -0.346 Ha
* molecular weight: 977.974 g mol⁻¹
* total energy: -3887.6364 hartree

Here are the Löwdin charges for atoms 1 to 6, given in e:
1 C -0.0895
2 C -0.2586
3 C -0.1971
4 C -0.1896
5 C -0.1850
6 C -0.1538

---

2.
A structure of composition C14H10CdClN2O2PS2 in a non-equilibrium geometry. Source: the Open Molecules 2025 dataset; level of theory: ωB97M-V/def2-TZVPD.

Element x y z (Å)
O: 2.4310 4.3985 0.5614
C: 3.0433 3.6727 -0.1543
O: 3.6623 4.1285 -1.2460
C: 3.1991 2.1886 0.1774
C: 1.9601 1.3650 -0.0022
C: 1.1261 1.3465 -1.0887
Cl: 1.4855 2.3233 -2.4316
C: -0.0344 0.4958 -1.1816
P: -1.1208 0.6047 -2.6522
S: -1.9090 2.3559 -2.8677
C: -0.3382 -0.3412 -0.1572
C: -1.4109 -1.3152 0.0349
C: -1.5627 -2.5014 -0.6614
C: -2.5211 -3.4341 -0.2816
C: -3.2819 -3.2054 0.8496
C: -3.1215 -1.9916 1.5502
C: -2.2169 -1.0225 1.1088
C: 0.4852 -0.3327 1.0261
N: 0.3280 -1.0673 2.1888
S: 1.5625 -0.6297 3.1756
N: 2.2764 0.4022 2.2419
C: 1.6073 0.5078 1.0761
H: 4.0240 3.4140 -1.7791
H: 3.4369 2.1671 1.2319
H: 4.0453 1.7640 -0.3563
H: -2.1280 -0.3305 -2.3994
H: -0.3779 0.1091 -3.7328
H: -0.9237 -2.7258 -1.4998
H: -2.6426 -4.3612 -0.8146
H: -4.0051 -3.9338 1.1716
H: -3.7442 -1.7991 2.4193
H: -2.0860 -0.0767 1.6118
Cd: -1.2483 -2.1752 2.8811

Results
* 2S+1: 1
* strongest force on any atom: 0.04485 hartree/bohr
* gap between HOMO and LUMO: 3.655 eV
* charge: +2
* LUMO: -10.29 eV
* HOMO energy: -0.513 Ha
* molecular weight: 481.219 g mol⁻¹
* total energy: -2564.4642 hartree

Here are the natural (NBO) charges for atoms 1 to 6, given in e:
1 O -0.5274
2 C 0.7887
3 O -0.6374
4 C -0.5625
5 C -0.0382
6 C 0.0857